{"formula": "C6H15N2", "method": "wB97M-V/def2-TZVPD", "spin_multiplicity": 1, "e_above_lowest_kcal_mol": 189.4, "charge": 1, "e_lumo_ev": -9.37, "symbols": ["C", "C", "C", "C", "C", "N", "C", "N", "H", "H", "H", "H", "H", "H", "H", "H", "H", "H", "H", "H", "H", "H", "H"], "xyz": [[-1.45760, -1.92723, -0.28311], [-1.06175, -1.35510, 1.07716], [0.47620, -1.32882, 1.39962], [0.95010, 0.16692, 1.81005], [1.43993, 0.91886, 0.58196], [0.33692, 0.87687, -0.36734], [0.76404, 1.16694, -1.59396], [1.97082, 1.43953, -1.97164], [-0.86621, -2.80576, -0.58411], [-1.18496, -1.13160, -1.03229], [-2.51776, -2.14290, -0.44706], [-1.45907, -1.93531, 1.87253], [-1.40026, -0.29665, 1.09713], [0.72782, -2.01712, 2.18586], [1.12125, -1.56404, 0.57382], [1.78656, -0.17383, 2.46467], [0.15983, 0.65858, 2.48204], [1.46772, 2.07977, 0.70830], [2.35911, 0.59085, 0.05137], [-3.03515, 3.09520, -1.93642], [-0.05990, 1.20707, -2.38041], [-2.65482, 3.13623, -2.66489], [2.13717, 1.34155, -3.04329]], "atomic_forces_ev_per_a": [[0.98, 0.69, -1.14], [0.95, 0.59, -0.58], [-0.92, 2.24, -0.54], [0.44, -2.12, 2.19], [-2.12, -0.97, -0.15], [2.43, 1.58, 2.04], [-1.85, 0.60, -5.21], [0.62, -1.01, -0.95], [-0.27, 0.12, 0.31], [-0.29, -0.69, 0.31], [0.18, 0.07, 0.41], [-0.93, -0.19, 0.71], [-0.20, -0.88, 0.39], [0.02, -0.14, 0.39], [0.15, -0.50, -0.74], [-0.19, 1.36, -0.30], [1.25, -0.38, -1.36], [-0.08, -1.02, 0.02], [-0.27, 0.41, 1.11], [1.08, 0.10, -2.03], [0.87, -0.48, 1.02], [-1.06, -0.11, 2.03], [-0.77, 0.74, 2.08]]}

{"formula": "C7H17NO2", "method": "wB97M-V/def2-TZVPD", "spin_multiplicity": 1, "smiles": "C[C@](N)(O)C=O.CC(C)C", "e_above_lowest_kcal_mol": 72.2, "e_lumo_ev": 0.91, "symbols": ["C", "C", "N", "O", "C", "O", "H", "H", "H", "H", "H", "H", "H", "C", "C", "C", "C", "H", "H", "H", "H", "H", "H", "H", "H", "H", "H"], "xyz": [[1.92156, -1.48962, -0.36073], [1.97078, -0.18031, -1.14020], [1.25010, -0.34858, -2.39239], [3.32535, 0.19767, -1.31102], [1.23733, 0.94715, -0.38499], [1.59151, 2.09553, -0.47562], [2.35494, -1.35395, 0.62746], [0.89225, -1.82801, -0.27130], [2.50178, -2.24460, -0.88924], [1.32313, 0.48977, -2.96010], [1.65027, -1.11756, -2.91905], [3.35443, 1.16662, -1.32884], [0.49121, 0.62328, 0.48288], [-2.98742, 0.30451, 1.50672], [-1.76085, -0.19952, 0.78450], [-0.38388, 0.27440, 1.90732], [-1.66818, 0.30395, -0.61348], [-3.01343, -0.04120, 2.54024], [-3.00015, 1.39446, 1.52029], [-3.89729, -0.04190, 1.00802], [-1.68827, -1.28631, 0.82356], [0.61358, -0.15341, 2.00350], [-0.81355, -0.16867, 2.80483], [-0.45937, 1.35308, 2.02669], [-0.59442, 0.38232, -0.93972], [-2.06240, 1.30861, -0.74087], [-2.14901, -0.38770, -1.30847]], "atomic_forces_ev_per_a": [[0.07, 0.37, -0.11], [-0.20, 0.09, -0.41], [0.09, -0.04, 0.00], [-0.04, -0.04, 0.07], [-0.05, -0.66, 2.41], [-0.03, 0.18, -0.47], [0.04, -0.03, 0.05], [-0.07, -0.03, 0.04], [0.02, -0.02, -0.03], [0.03, -0.04, 0.04], [0.01, 0.04, -0.01], [-0.06, -0.06, 0.00], [1.74, 0.79, -2.73], [-0.05, -0.16, 0.19], [2.65, 0.32, 2.26], [-3.55, -1.18, 0.39], [1.51, 0.13, -1.00], [-0.08, -0.03, -0.01], [-0.02, 0.06, -0.03], [0.05, 0.06, -0.01], [-0.14, -0.01, -0.08], [0.03, 0.13, -0.88], [-0.40, 0.23, 0.31], [0.46, 0.05, -0.02], [-1.60, -0.41, -0.07], [-0.28, 0.08, 0.09], [-0.11, 0.18, -0.02]]}